Computed, not measured: 11 unconnected molecules or ions with the total composition C16H55NO12 in a non-equilibrium geometry, with wB97M-V/def2-TZVPD.

Each atom is followed by the atoms it is bonded to, with distances in Å.
Geometry (Å):
1 C -0.50608 -2.55124 -3.27019  O2 1.416, H10 1.093, H11 1.091, H12 1.095
2 O 0.77592 -2.01373 -3.00313  C1 1.416, C3 1.398
3 C 0.73881 -1.06131 -1.98089  O2 1.398, C4 1.495, H13 1.101, H14 1.104
4 C 2.11101 -0.89132 -1.41140  C3 1.495, N5 1.470, H15 1.095, H16 1.102
5 N 2.57911 -2.11911 -0.75338  C4 1.470, C6 1.449, H17 1.018
6 C 3.92021 -1.97618 -0.22326  N5 1.449, C7 1.510, H18 1.093, H19 1.103
7 C 4.53881 -3.33042 0.02607  C6 1.510, O8 1.407, H20 1.104, H21 1.101
8 O 4.65261 -4.00971 -1.20080  C7 1.407, C9 1.415
9 C 5.06829 -5.35251 -1.03613  O8 1.415, H22 1.093, H23 1.095, H24 1.088
10 H -0.88049 -3.09544 -2.39924  C1 1.093
11 H -0.39081 -3.25824 -4.09310  C1 1.091
12 H -1.19209 -1.76795 -3.60784  C1 1.095
13 H -0.03446 -1.31664 -1.23975  C3 1.101
14 H 0.37012 -0.08029 -2.32652  C3 1.104
15 H 2.11768 -0.06533 -0.69319  C4 1.095
16 H 2.79913 -0.62848 -2.23070  C4 1.102
17 H 2.57793 -2.82993 -1.48200  N5 1.018
18 H 3.89058 -1.42431 0.72007  C6 1.093
19 H 4.58691 -1.42618 -0.90888  C6 1.103
20 H 3.91059 -3.88219 0.74621  C7 1.104
21 H 5.51655 -3.18744 0.51080  C7 1.101
22 H 4.28697 -5.92583 -0.53113  C9 1.093
23 H 6.01362 -5.40983 -0.48660  C9 1.095
24 H 5.24630 -5.75581 -2.03134  C9 1.088
25 C 1.55941 3.93785 -1.72518  O26 1.432, H27 1.091, H28 1.082, H29 1.094
26 O 1.83694 2.63672 -1.19629  C25 1.432, H30 0.962
27 H 1.19742 3.87162 -2.75258  C25 1.091
28 H 0.82225 4.40931 -1.08831  C25 1.082
29 H 2.46237 4.55611 -1.71585  C25 1.094
30 H 2.52880 2.26147 -1.74937  O26 0.962
31 C -3.46324 -2.83740 -0.23879  O32 1.415, H33 1.087, H34 1.103, H35 1.101
32 O -4.64355 -2.35341 0.37268  C31 1.415, H36 0.972
33 H -3.40252 -3.91326 -0.09608  C31 1.087
34 H -3.43754 -2.64169 -1.32417  C31 1.103
35 H -2.56977 -2.32800 0.15396  C31 1.101
36 H -4.90148 -1.53355 -0.08085  O32 0.972
37 C -5.30224 1.07260 2.30801  O38 1.433, H39 1.090, H40 1.090, H41 1.095
38 O -4.24486 1.46570 1.42442  C37 1.433, H42 0.971
39 H -6.03464 0.51020 1.72904  C37 1.090
40 H -4.94664 0.44922 3.12828  C37 1.090
41 H -5.83039 1.94640 2.70337  C37 1.095
42 H -3.51539 1.80483 1.96861  O38 0.971
43 C -1.62913 3.14316 4.10880  O44 1.438, H45 1.086, H46 1.090, H47 1.095
44 O -2.68213 2.26384 3.67708  C43 1.438, H48 0.963
45 H -0.66604 2.64159 4.14127  C43 1.086
46 H -1.56397 4.00655 3.44607  C43 1.090
47 H -1.87419 3.54344 5.09816  C43 1.095
48 H -2.40920 1.35616 3.84772  O44 0.963
49 C 1.68215 0.94302 3.32864  O50 1.414, H51 1.091, H52 1.094, H53 1.097
50 O 0.81148 -0.16453 3.44682  C49 1.414, H54 0.977
51 H 1.28066 1.76402 3.92500  C49 1.091
52 H 2.68361 0.71235 3.70233  C49 1.094
53 H 1.68552 1.29911 2.29068  C49 1.097
54 H 1.05306 -0.83533 2.77946  O50 0.977
55 C 1.61923 4.27168 2.35999  O56 1.415, H57 1.089, H58 1.095, H59 1.094
56 O 1.21264 4.76398 3.62319  C55 1.415, H60 0.961
57 H 2.54084 3.70239 2.46741  C55 1.089
58 H 0.85833 3.61212 1.92970  C55 1.095
59 H 1.85867 5.08853 1.67238  C55 1.094
60 H 0.44195 5.31877 3.47656  O56 0.961
61 C -4.11671 0.57980 -1.91355  O62 1.425, H63 1.094, H64 1.092, H65 1.091
62 O -4.96920 0.14368 -0.85832  C61 1.425, H66 0.976
63 H -3.63835 1.52803 -1.65236  C61 1.094
64 H -3.33914 -0.16394 -2.10002  C61 1.092
65 H -4.70258 0.76733 -2.81430  C61 1.091
66 H -4.72147 0.68826 -0.08696  O62 0.976
67 C 0.11552 1.58924 -4.44189  O68 1.424, H69 1.093, H70 1.088, H71 1.092
68 O 0.31996 2.43373 -5.56955  C67 1.424, H72 0.959
69 H 0.76914 0.71497 -4.49721  C67 1.093
70 H 0.33149 2.17425 -3.55031  C67 1.088
71 H -0.92000 1.24668 -4.38540  C67 1.092
72 H -0.34107 2.24728 -6.23834  O68 0.959
73 C -0.95478 1.00112 0.48106  O74 1.422, H75 1.093, H76 1.101, H77 1.090
74 O -0.84725 1.73620 -0.73166  C73 1.422, H78 0.967
75 H -0.16137 0.25840 0.60060  C73 1.093
76 H -0.94754 1.64625 1.37321  C73 1.101
77 H -1.92441 0.50236 0.46943  C73 1.090
78 H 0.04388 2.09766 -0.83763  O74 0.967
79 C 0.16718 -3.33658 1.58598  O80 1.421, H81 1.089, H82 1.096, H83 1.094
80 O 0.76263 -2.06140 1.38773  C79 1.421, H84 0.990
81 H -0.14311 -3.41947 2.62647  C79 1.089
82 H -0.73220 -3.46415 0.97193  C79 1.096
83 H 0.85007 -4.15010 1.32397  C79 1.094
84 H 1.38365 -2.14574 0.62129  O80 0.990

The highest occupied orbital energy comes out at -9.46 eV. As for the HOMO-LUMO gap: 9.871 eV. Its LUMO energy is 0.4 eV. For the energy relative to the best compared isomer or geometry (same formula, charge and spin), the calculation gives 3.29 kcal per mole. As for the total charge: 0. The largest force on an atom comes out at 1.37 eV Å⁻¹. As for the SMILES: COCCNCCOC.CO.CO.CO.CO.CO.CO.CO.CO.CO.CO. Its molar mass is 453.6 Da.